(1)
# C25H26N2O6

A single C25H26N2O6 molecule (the ωB97M-V functional and the def2-TZVPD basis, the Open Molecules 2025 dataset).

Geometry as XYZ:
```
59
Properties=species:S:1:pos:R:3:forces:R:3:mulliken_charge:R:1
C 2.811141 0.611955 -2.865004 -0.022 -0.046 -0.480 -0.70
O 3.291335 0.062063 -1.643162 -0.124 0.283 0.309 -0.24
C 3.983260 -1.074664 -1.724083 0.397 -0.105 0.228 0.60
O 4.305787 -1.600999 -2.755349 -0.034 -0.118 -0.107 -0.62
C 4.287013 -1.627628 -0.345293 -0.193 -0.019 -0.131 -0.55
C 3.367398 -2.830220 -0.102769 -0.050 0.165 -0.034 -0.84
C 1.924814 -2.377934 -0.064863 0.527 -0.026 0.232 0.72
O 1.544271 -1.347104 0.440023 -0.028 -0.011 0.110 -0.51
O 1.116123 -3.235736 -0.664241 -0.398 -0.302 -0.287 -0.46
C -0.268630 -2.844996 -0.618494 0.051 -0.331 -0.030 1.79
C -1.050083 -3.855221 -1.461076 0.340 0.127 0.100 -2.00
C -0.754454 -2.956206 0.845333 0.195 0.057 -0.041 0.12
O -0.378598 -3.909405 1.507493 -0.020 0.022 -0.160 -0.71
C -1.637723 -1.941912 1.321769 -0.324 0.193 0.194 -0.92
C -1.837309 -0.765755 0.660368 0.300 -0.315 -0.059 0.80
C -2.613285 0.314823 1.193066 -0.047 0.243 -0.082 -1.14
C -2.668934 1.536573 0.612061 -0.238 -0.315 0.409 0.36
C -3.452520 2.650478 1.205340 0.028 0.085 0.065 -0.56
C -4.793105 2.379987 1.818837 -0.015 -0.073 0.085 -0.79
C -4.708488 3.127912 0.525415 -0.057 0.087 -0.088 -0.54
N -1.984446 1.776309 -0.565834 -0.238 -0.309 -0.104 0.21
C -1.715670 3.119873 -1.040000 0.317 0.519 -0.165 -0.86
C -0.260805 3.512638 -0.705218 -0.111 -0.063 0.112 -0.68
C 0.101311 3.006755 0.667673 0.286 -0.043 -0.173 0.26
C 0.886956 1.871617 0.832909 -0.018 0.095 0.154 0.35
C 1.100306 1.391544 2.114209 -0.068 0.041 0.019 -0.45
C 0.545740 2.074605 3.184637 0.023 -0.006 -0.077 -0.61
C -0.202586 3.209315 2.916696 0.026 -0.116 0.290 -0.42
N -0.433184 3.658265 1.694643 -0.157 0.385 -0.221 -0.61
C -1.306675 0.765599 -1.141111 0.007 -0.623 -0.042 -0.31
C -1.220640 -0.486180 -0.609330 -0.302 0.656 -0.079 0.17
C -0.376847 -1.470378 -1.274544 0.164 0.102 -0.259 -0.05
O 0.215409 -1.236737 -2.311994 -0.134 -0.161 0.131 -0.72
H 3.519298 0.411056 -3.670719 -0.085 0.104 0.059 0.45
H 2.703515 1.683306 -2.706060 0.006 -0.036 0.026 0.19
H 1.849497 0.153527 -3.104965 0.095 0.077 0.005 0.20
H 5.328238 -1.947395 -0.309994 -0.046 0.048 -0.046 0.44
H 4.096754 -0.857445 0.401294 0.080 -0.070 0.000 0.27
H 3.598339 -3.289841 0.860774 -0.055 -0.034 -0.037 0.29
H 3.485174 -3.576590 -0.888233 0.031 0.002 0.090 0.39
H -0.914737 -4.845500 -1.033392 -0.039 -0.034 0.068 0.47
H -0.670624 -3.843657 -2.480208 -0.012 0.044 -0.067 0.43
H -2.106791 -3.597950 -1.458515 -0.101 0.006 -0.004 0.37
H -2.058146 -2.091708 2.304698 -0.078 -0.023 0.102 0.46
H -3.139430 0.151781 2.120208 -0.104 0.082 0.071 0.61
H -2.833462 3.404079 1.681426 -0.120 0.024 -0.049 0.47
H -5.061993 2.922299 2.711692 0.042 0.094 0.043 0.26
H -5.175472 1.371746 1.789307 0.013 -0.100 -0.055 0.30
H -4.921052 4.186244 0.521846 0.043 0.084 0.053 0.34
H -5.023273 2.617050 -0.372439 0.010 -0.121 -0.046 0.22
H -2.404812 3.808791 -0.557818 0.026 -0.108 -0.087 0.28
H -1.875288 3.157607 -2.121109 -0.081 0.020 0.106 0.50
H -0.176030 4.598750 -0.736178 0.065 -0.001 -0.051 0.62
H 0.422614 3.080927 -1.436647 0.005 0.022 -0.071 0.06
H 1.314197 1.352593 -0.010497 0.053 -0.069 -0.149 0.38
H 1.673297 0.489183 2.255812 0.069 -0.105 0.021 0.53
H 0.685392 1.736156 4.199107 0.009 -0.017 0.098 0.43
H -0.654808 3.786017 3.713941 0.008 -0.027 0.138 0.40
H -0.802093 0.981558 -2.072332 0.081 0.062 -0.038 0.55
```
Forces are in eV/Å.

The orbital gap is 7.62 eV. Its total energy is -41612.31934 eV. For the energy relative to the best compared isomer or geometry (same formula, charge and spin), the calculation gives 2.0396 eV. For the LUMO energy, the calculation gives -0.028 eV. The value obtained for the max |F| is 0.0141 Eh/bohr.

(2)
# C25H26N3PS4Ti

A molecular structure, C25H26N3PS4Ti at a distorted geometry (the ωB97M-V functional and the def2-TZVPD basis, the Open Molecules 2025 dataset).

Geometry as XYZ:
```
60
Properties=species:S:1:pos:R:3:forces:R:3:lowdin_spin:R:1
Ti 0.026723 0.626676 19.494280 -0.905 -0.065 -0.300 0.98
S -0.766859 2.853847 20.020386 0.085 -0.128 0.161 -0.01
C -1.301169 2.673486 18.380403 0.215 -0.198 0.163 0.01
N -1.109704 1.493014 17.834014 -0.015 -0.119 -0.111 0.00
C -1.442206 1.487487 16.476459 0.213 0.171 0.212 0.00
C -1.314388 0.406303 15.610929 -0.174 0.110 -0.156 0.00
C -1.712828 0.577310 14.295146 0.112 0.286 0.510 0.00
C -2.193855 1.815416 13.871060 -0.279 -0.171 -0.665 0.00
C -2.288541 2.909824 14.708837 -0.163 0.261 -0.540 0.00
C -1.907396 2.734105 16.021021 0.072 -0.206 0.588 0.00
S -1.925979 3.889298 17.339737 0.082 -0.155 -0.168 0.00
H -0.920414 -0.541268 15.948352 0.036 -0.042 0.135 0.00
H -1.632993 -0.245096 13.606468 -0.039 -0.102 -0.174 0.00
H -2.535817 1.909180 12.844205 0.156 0.075 0.106 0.00
H -2.636584 3.865513 14.308640 0.069 -0.318 0.303 0.00
C -1.655856 -0.985114 21.566933 0.198 0.220 -0.208 0.00
C -2.747151 -1.992214 21.957985 -0.181 -0.387 0.504 0.00
N -3.353207 -2.572176 20.775566 -0.320 -0.065 0.631 0.00
C -3.998588 -1.552638 19.985501 0.328 -0.249 -0.520 0.00
C -2.967670 -0.478494 19.563982 0.347 0.034 0.302 0.00
N -1.589785 -0.882349 20.059486 0.195 0.308 0.092 -0.01
C -1.246219 -2.247445 19.538090 0.202 0.094 -0.562 0.00
C -2.345885 -3.252359 20.010600 0.249 -0.077 -0.418 0.00
H -0.678719 -1.322427 21.921504 -0.070 0.171 -0.113 0.00
H -1.858815 0.009139 21.979830 0.108 -0.073 -0.172 0.00
H -3.518468 -1.539813 22.588699 0.055 0.045 -0.194 0.00
H -2.314745 -2.812536 22.543817 -0.046 0.173 -0.069 0.00
H -4.840774 -1.166145 20.535958 -0.179 0.409 0.222 0.00
H -4.396838 -2.039880 19.100255 -0.140 -0.022 -0.158 0.00
H -3.193013 0.490363 20.013199 0.098 0.033 -0.093 0.00
H -2.929536 -0.366163 18.481259 0.109 0.043 0.042 0.00
H -0.223907 -2.499034 19.871964 -0.462 0.029 0.156 0.00
H -1.173704 -2.199152 18.435924 -0.224 0.101 0.395 0.00
H -1.913185 -4.013228 20.654384 0.096 -0.215 -0.126 0.00
H -2.858300 -3.728013 19.164039 0.398 0.005 0.103 0.00
S 1.838967 0.054011 17.984620 -0.049 -0.059 0.344 0.00
P 2.917621 -0.122830 19.716207 -0.235 -0.093 -0.253 0.01
S 1.656116 0.236199 21.268722 -0.154 -0.122 -0.136 0.00
C 3.713052 -1.738635 19.855200 0.019 0.126 0.092 0.00
C 4.389731 -2.310428 18.776635 -0.373 0.580 -0.372 0.00
C 5.103869 -3.467430 18.968124 0.669 -0.765 -0.814 0.00
C 5.174820 -4.079751 20.206827 -0.247 -0.039 0.277 0.00
C 4.467692 -3.534803 21.270605 0.338 0.037 -0.154 0.00
C 3.765217 -2.351144 21.100848 -0.247 -0.213 0.078 0.00
C 4.230679 1.084354 19.741521 0.049 -0.234 0.581 0.00
C 4.567724 1.681782 20.954110 0.227 0.221 -0.522 0.00
C 5.703321 2.467587 21.020889 0.276 0.489 0.532 0.00
C 6.537849 2.609269 19.918513 -0.109 -0.072 -0.601 0.00
C 6.178204 2.017115 18.697382 0.435 0.052 -0.046 0.00
C 5.025076 1.247000 18.620008 0.347 0.297 -0.073 0.00
H 4.346786 -1.860227 17.780777 -0.012 -0.098 0.343 0.00
H 5.619869 -3.943175 18.121368 -0.241 0.379 0.388 0.00
H 5.757653 -4.988360 20.323796 -0.126 0.117 0.052 0.00
H 4.488264 -4.008352 22.236422 -0.002 -0.089 0.192 0.00
H 3.217779 -1.938825 21.937249 0.032 0.095 0.033 0.00
H 3.957057 1.570881 21.827694 -0.266 -0.094 0.218 0.00
H 5.905530 3.001111 21.960390 0.133 -0.360 -0.492 0.00
H 7.461044 3.185368 19.979060 -0.309 -0.074 0.046 0.00
H 6.810532 2.134384 17.800172 -0.378 -0.027 0.655 0.00
H 4.744598 0.771677 17.694940 -0.004 -0.031 -0.244 0.00
```
Forces are in eV/Å.

As for the multiplicity: 2. The orbital gap (alpha / beta) is 7.84 / 8.26 eV. Its total energy is -106561.48133 eV. As for the net charge: +1. For the LUMO energy (alpha / beta), the calculation gives -3.313 / -2.905 eV. The value obtained for the max |F| is 0.0253 Eh/bohr.

(3)
# C25H26N4O4S

A single C25H26N4O4S molecule at a distorted geometry (the ωB97M-V functional and the def2-TZVPD basis, the Open Molecules 2025 dataset).

Geometry as XYZ:
```
60
Properties=species:S:1:pos:R:3:forces:R:3:mulliken_charge:R:1
O 3.714268 1.903464 -2.420123 0.124 0.009 -0.048 -0.75
N 3.270645 1.449606 -1.374683 0.788 0.476 0.054 1.19
O 3.853048 1.554731 -0.300871 0.059 0.203 -0.080 -0.65
C 1.992909 0.853653 -1.393335 -1.198 -0.619 -0.172 -0.42
C 1.113405 1.303510 -2.384678 0.185 -0.111 0.043 -1.35
C -0.224863 1.034947 -2.339860 -0.015 -0.070 -0.137 -0.81
C -0.748470 0.262574 -1.281754 0.345 -0.112 -0.069 0.51
N -2.081806 -0.015407 -1.176507 -0.099 0.158 0.051 0.19
C -3.047449 0.318686 -2.193017 -0.095 0.177 -0.002 -1.13
C -3.778812 1.619149 -1.825860 0.009 0.092 -0.496 -0.51
N -4.030886 1.651897 -0.400745 0.281 0.905 0.560 0.12
S -3.511317 2.976288 0.470523 -0.236 -0.196 -0.114 1.24
O -4.121107 2.856653 1.762048 0.240 -0.220 0.088 -0.74
O -3.787726 4.119200 -0.345485 0.253 -0.050 -0.233 -0.72
C -1.731286 2.862331 0.687395 -0.737 0.112 -0.036 0.21
C -0.891056 3.451707 -0.235662 0.024 0.122 -0.125 -0.44
C 0.478911 3.401484 -0.033453 -0.058 0.024 0.088 -0.63
C 0.992647 2.761697 1.083022 0.009 0.107 0.039 -0.38
C 0.137409 2.189149 2.012332 -0.117 0.016 0.028 -0.58
C -1.232693 2.242823 1.817677 0.018 -0.076 0.234 -0.58
C -4.037168 0.373664 0.255303 0.061 -0.368 0.326 -1.17
C -2.687476 -0.360633 0.094598 -0.082 -0.260 0.144 -0.33
C 0.146725 -0.280976 -0.360423 -0.038 0.032 0.109 -0.06
C 1.517788 -0.017372 -0.380071 0.108 0.329 -0.323 0.48
N 2.368238 -0.601984 0.512516 -0.074 0.081 0.241 0.48
C 3.664240 -1.093022 0.087747 0.589 0.103 -0.013 -0.94
C 3.970833 -2.497183 0.646646 -0.127 0.048 -0.024 -1.05
C 2.732330 -3.321409 0.823789 -0.011 -0.090 0.019 0.65
C 2.622860 -4.648623 0.444705 -0.006 0.083 0.019 -0.97
C 1.450188 -5.343333 0.692689 -0.059 -0.109 -0.004 -0.58
C 0.384094 -4.716019 1.314501 -0.086 -0.102 -0.004 -0.79
C 0.481064 -3.384190 1.683004 0.108 0.055 0.064 -0.41
C 1.653772 -2.690671 1.442784 -0.037 -0.062 0.012 1.04
C 1.865084 -1.230024 1.719556 -0.073 -0.108 0.035 -1.48
H 1.520493 1.933264 -3.161406 -0.025 0.048 -0.008 0.50
H -0.864889 1.458323 -3.094434 -0.086 0.071 -0.079 0.32
H -2.569939 0.399451 -3.167068 -0.097 -0.048 0.025 0.46
H -3.769211 -0.503880 -2.245928 0.055 0.043 -0.108 0.39
H -4.730472 1.685090 -2.367181 0.129 0.033 -0.039 0.36
H -3.185324 2.499410 -2.075353 -0.002 -0.089 -0.219 0.30
H -1.317584 3.967677 -1.080964 0.013 0.092 -0.132 0.52
H 1.144271 3.869123 -0.742627 0.070 0.031 -0.088 0.43
H 2.060891 2.714329 1.232587 0.106 -0.013 -0.009 0.45
H 0.539286 1.717095 2.896432 0.026 -0.046 0.090 0.48
H -1.926969 1.842892 2.540974 -0.010 -0.060 0.141 0.58
H -4.856794 -0.223337 -0.157081 0.033 0.070 0.072 0.33
H -4.247953 0.565131 1.307186 -0.062 -0.290 -0.028 0.45
H -2.015107 -0.053468 0.897174 -0.047 -0.090 -0.079 0.19
H -2.847675 -1.445809 0.163684 0.012 0.050 0.137 0.45
H -0.225523 -0.992768 0.353874 -0.023 -0.113 0.070 0.91
H 4.451731 -0.396723 0.404501 -0.077 -0.228 -0.151 0.29
H 3.673376 -1.132973 -1.006133 0.010 0.037 0.092 0.52
H 4.680744 -2.994872 -0.013906 0.045 0.021 0.056 0.45
H 4.449570 -2.393696 1.625455 0.060 0.004 -0.046 0.39
H 3.454135 -5.141463 -0.038166 0.095 -0.048 -0.057 0.43
H 1.368535 -6.379528 0.400308 -0.015 -0.091 -0.026 0.39
H -0.526253 -5.263365 1.508628 -0.079 -0.053 0.004 0.40
H -0.350973 -2.891009 2.166804 -0.103 0.073 0.039 0.49
H 2.633174 -1.099208 2.492057 -0.127 0.037 0.037 0.40
H 0.960116 -0.726050 2.056278 0.048 -0.017 0.028 0.52
```
Forces are in eV/Å.

The orbital gap is 8.16 eV. Its total energy is -51329.70554 eV. For the energy relative to the best compared isomer or geometry (same formula, charge and spin), the calculation gives 5.3492 eV. For the LUMO energy, the calculation gives -0.013 eV. The value obtained for the max |F| is 0.0264 Eh/bohr.